Record 1
The following is a quantum chemistry calculation of 3 unconnected molecules or ions with the total composition C6H14O3, from OMol25.

Output
energy relative to the best compared isomer or geometry (same formula, charge and spin) = 60.14 kcal/mol
charge = 0
2S+1 = 1
SMILES string = C=C(C)CCC=O.O.O

Each line ends with the natural charge from an NBO analysis.
Atoms and positions in Å:
O: -0.713 2.833 -2.054  -0.513
C: 0.259 2.149 -1.882  0.453
C: 0.226 0.644 -1.935  -0.508
C: -0.098 0.065 -0.558  -0.426
C: 0.427 -1.393 -0.449  0.030
C: -0.304 -2.349 -0.944  -0.415
C: 1.626 -1.420 0.490  -0.647
H: 1.271 2.567 -1.672  0.097
H: -0.606 0.377 -2.584  0.238
H: 1.257 0.364 -2.189  0.214
H: -1.196 0.121 -0.471  0.180
H: 0.151 0.653 0.339  0.238
H: -0.071 -3.405 -0.797  0.191
H: -1.311 -2.309 -1.333  0.205
H: 2.097 -0.448 0.576  0.223
H: 2.296 -2.208 0.143  0.225
H: 1.351 -1.724 1.493  0.214
H: -2.096 1.852 2.121  0.477
H: -2.029 0.971 0.733  0.476
O: -2.033 1.810 1.167  -0.953
H: 0.121 -0.383 2.985  0.466
H: -0.735 0.693 3.635  0.465
O: 0.110 0.540 3.184  -0.929

Cartesian forces (eV/Å) of the 2 atoms listed first:
O 0.236 0.205 0.001
C -0.207 -0.185 -0.007

Record 2
The following is a quantum chemistry calculation of 2 unconnected molecules or ions with the total composition C6H11FN3O2, from OMol25.

Output
energy relative to the best compared isomer or geometry (same formula, charge and spin) = 155.26 kcal/mol
charge = +1
2S+1 = 1

Each line ends with the natural charge from an NBO analysis.
Atoms and positions in Å:
C: 1.192 0.643 -0.648  0.011
C: 0.406 0.557 -1.828  0.317
C: -0.614 -1.896 0.769  -0.781
C: -1.064 -0.061 -3.530  -0.238
C: -0.345 0.475 1.904  -0.331
C: 0.148 -0.825 1.298  0.851
N: 1.998 1.644 -0.925  -0.245
N: 0.837 1.353 -2.759  -0.109
N: 0.667 1.504 1.835  -0.778
O: 1.848 2.024 -2.307  -0.121
O: -0.568 -0.253 -2.143  -0.495
F: 1.336 -1.142 1.560  -0.252
H: -0.561 -2.727 1.389  0.289
H: -0.293 -2.248 -0.172  0.312
H: -1.643 -1.579 0.729  0.257
H: -0.204 -0.317 -4.020  0.201
H: -1.180 1.007 -3.618  0.209
H: -1.931 -0.722 -3.493  0.218
H: -0.537 0.052 2.932  0.253
H: -1.242 0.718 1.478  0.243
H: 2.814 2.100 -0.550  0.443
H: 1.498 1.291 2.275  0.370
H: 0.392 2.270 2.329  0.378

Cartesian forces (eV/Å) of the 2 atoms listed first:
C 0.169 0.552 1.156
C 0.549 0.246 -1.490

Record 3
The following is a quantum chemistry calculation of a single C22H30N6OS molecule, from OMol25.

Output
energy relative to the best compared isomer or geometry (same formula, charge and spin) = 2.34 kcal/mol
charge = 0
2S+1 = 1
SMILES string = Cc1ccccc1NC(=O)CSc1nc(N2CCCCC2)nc(N2CCCCC2)n1

Each line ends with the natural charge from an NBO analysis.
Atoms and positions in Å:
C: -3.898 2.206 -0.362  -0.644
C: -3.819 2.096 1.132  -0.067
C: -4.018 3.206 1.937  -0.194
C: -3.918 3.124 3.316  -0.229
C: -3.613 1.913 3.910  -0.211
C: -3.417 0.788 3.130  -0.243
C: -3.517 0.872 1.746  0.218
N: -3.340 -0.258 0.941  -0.654
C: -2.556 -1.334 1.188  0.700
O: -1.924 -1.542 2.199  -0.616
C: -2.604 -2.363 0.065  -0.613
H: -1.789 -3.075 0.190  0.247
H: -3.555 -2.897 0.106  0.249
S: -2.519 -1.661 -1.617  0.217
C: -0.891 -0.945 -1.484  0.342
N: -0.035 -1.305 -2.403  -0.597
C: 1.208 -0.812 -2.220  0.621
N: 2.134 -1.125 -3.131  -0.393
C: 3.522 -0.766 -2.965  -0.219
H: 3.591 -0.059 -2.139  0.244
C: 4.359 -2.017 -2.696  -0.406
C: 4.151 -3.032 -3.819  -0.399
C: 2.665 -3.353 -3.960  -0.406
H: 2.499 -4.038 -4.792  0.212
C: 1.872 -2.066 -4.193  -0.222
H: 0.800 -2.262 -4.214  0.253
H: 2.178 -1.609 -5.142  0.185
H: 2.305 -3.830 -3.047  0.203
H: 4.714 -3.943 -3.609  0.210
H: 4.524 -2.615 -4.758  0.193
H: 5.411 -1.743 -2.617  0.211
H: 4.047 -2.455 -1.745  0.202
H: 3.866 -0.282 -3.887  0.187
N: 1.553 -0.030 -1.198  -0.617
C: 0.573 0.305 -0.355  0.627
N: 0.854 1.154 0.635  -0.389
C: -0.127 1.563 1.610  -0.225
H: -1.106 1.235 1.272  0.251
C: 0.196 0.968 2.979  -0.416
C: 1.619 1.340 3.386  -0.398
C: 2.604 0.904 2.303  -0.405
H: 3.619 1.209 2.561  0.208
C: 2.211 1.522 0.960  -0.218
H: 2.860 1.172 0.158  0.241
H: 2.269 2.615 1.024  0.187
H: 2.585 -0.184 2.210  0.203
H: 1.874 0.866 4.335  0.210
H: 1.687 2.423 3.521  0.190
H: -0.524 1.342 3.707  0.217
H: 0.086 -0.116 2.925  0.224
H: -0.115 2.659 1.667  0.187
N: -0.697 -0.141 -0.468  -0.617
H: -3.665 -0.176 -0.015  0.416
H: -3.175 -0.159 3.583  0.243
H: -3.532 1.838 4.984  0.213
H: -4.076 4.004 3.921  0.212
H: -4.251 4.155 1.475  0.207
H: -4.029 3.244 -0.657  0.224
H: -2.985 1.831 -0.825  0.231
H: -4.742 1.636 -0.755  0.214

Cartesian forces (eV/Å) of the 2 atoms listed first:
C 0.022 0.000 0.090
C 0.061 -0.089 0.002

Record 4
The following is a quantum chemistry calculation of a molecular structure, F2H12O6Pb, from OMol25.

Output
energy relative to the best compared isomer or geometry (same formula, charge and spin) = 23.54 kcal/mol
charge = 0
2S+1 = 1

Each line ends with the natural charge from an NBO analysis.
Atoms and positions in Å:
Pb: 0.541 -0.003 0.487  1.572
F: 2.707 -0.785 0.823  -0.845
F: 1.047 -0.235 2.928  -0.870
O: 1.957 1.051 -1.619  -0.948
H: 1.834 1.055 -2.573  0.473
H: 2.897 1.219 -1.483  0.499
O: 0.338 2.751 0.669  -0.943
H: 0.630 3.592 0.305  0.483
H: -0.386 2.976 1.264  0.483
O: -1.842 0.046 1.650  -0.939
H: -2.358 -0.735 1.436  0.469
H: -2.236 0.390 2.459  0.494
O: -0.321 -2.389 1.199  -0.951
H: 0.194 -2.769 1.923  0.519
H: -1.197 -2.777 1.278  0.466
O: 0.509 -1.921 -1.575  -0.930
H: 1.069 -1.975 -2.356  0.482
H: -0.305 -2.371 -1.823  0.471
O: -1.441 0.935 -1.364  -0.936
H: -1.369 1.490 -2.148  0.477
H: -2.268 0.455 -1.480  0.473

Cartesian forces (eV/Å) of the 2 atoms listed first:
Pb 3.103 -1.123 2.700
F -1.286 0.533 -1.056

Record 5
The following is a quantum chemistry calculation of 2 unconnected molecules or ions with the total composition C3H7N2S, from OMol25.

Output
energy relative to the best compared isomer or geometry (same formula, charge and spin) = 78.12 kcal/mol
charge = +1
2S+1 = 1

Each line ends with the natural charge from an NBO analysis.
Atoms and positions in Å:
C: -2.828 -1.482 -0.070  0.172
C: -1.467 0.436 0.309  0.731
C: 0.213 2.347 0.066  -0.429
N: -1.883 -0.762 0.311  -0.449
N: -0.800 1.412 0.279  -0.223
S: 2.020 -1.231 0.234  -0.296
H: -2.631 -2.555 0.087  0.230
H: -3.796 -1.082 -0.385  0.214
H: -0.091 3.213 -0.582  0.255
H: 0.591 2.714 0.922  0.254
H: 1.007 1.896 -0.376  0.241
H: 2.035 -2.467 -0.219  0.164
H: 2.176 -0.579 -0.892  0.136

Cartesian forces (eV/Å) of the 2 atoms listed first:
C -0.948 -1.005 0.526
C 2.699 3.578 -0.349

Record 6
The following is a quantum chemistry calculation of 2 unconnected molecules or ions with the total composition C3H11N4, from OMol25.

Output
energy relative to the best compared isomer or geometry (same formula, charge and spin) = 23.36 kcal/mol
charge = +1
2S+1 = 1

Each line ends with the natural charge from an NBO analysis.
Atoms and positions in Å:
N: -0.532 -3.199 -0.271  -0.731
C: -0.664 -1.925 -0.654  0.399
N: -1.461 -1.039 -0.156  -0.700
H: -0.981 -3.588 0.579  0.426
H: 0.157 -3.781 -0.671  0.429
H: 0.077 -1.594 -1.409  0.223
H: -1.316 -0.031 -0.400  0.466
H: -2.068 -1.282 0.599  0.411
C: 1.321 1.405 0.227  -0.048
C: -0.029 1.643 0.236  -0.155
N: -0.854 1.548 -0.935  -0.864
N: 2.183 1.754 1.366  -0.793
H: 1.820 1.067 -0.672  0.192
H: -0.530 2.007 1.168  0.207
H: -0.252 1.697 -1.743  0.389
H: -1.498 2.366 -0.951  0.402
H: 2.922 1.093 1.451  0.373
H: 1.704 1.859 2.235  0.375

Cartesian forces (eV/Å) of the 2 atoms listed first:
N -1.418 0.928 1.279
C 1.431 -0.740 0.013

Largest force on an atom (computed, eV Å⁻¹): 3.76 4.28 0.65 4.26 4.78 3.01
DFT total energy (computed, hartree): -462.65522 -649.33925 -1658.39120 -851.19942 -625.84769 -339.68245
LUMO energy (computed, eV): 0.36 -4.93 0.70 -0.34 -5.86 -3.21